(1)
Density functional theory data (ωB97M-V/def2-TZVPD) for a cluster of 7 separate species, C10H27ClN12O11P2 in total in a non-equilibrium geometry.

E_HOMO: -8.725 eV
Spin multiplicity: 1
SMILES: O=[PH2]C1=C(P(O)Cl)C(=O)OC1=O.NC(N)=O.NC(N)=O.NC(N)=O.NC(N)=O.NC(N)=O.NC(N)=O
Kohn-Sham gap: 7.17 eV

Last column: Mulliken charge in e.
Cartesian coordinates (Å):
O  0.85  -1.99  0.83  -0.836
P  0.06  -2.15  -0.44  0.757
C  -1.68  -2.42  -0.02  0.683
C  -2.53  -1.58  0.60  0.448
P  -2.28  0.11  1.27  0.028
O  -0.78  0.49  0.80  -0.462
Cl  -3.35  1.15  -0.14  -0.289
C  -3.84  -2.29  0.74  0.156
O  -4.86  -1.90  1.17  -0.506
O  -3.70  -3.57  0.22  -0.292
C  -2.43  -3.70  -0.30  0.166
O  -2.06  -4.65  -0.90  -0.486
H  0.49  -3.21  -1.24  -0.012
H  0.09  -1.01  -1.22  0.107
H  -0.11  0.10  1.38  0.294
C  3.37  -0.36  3.07  0.706
O  2.41  0.31  3.46  -0.695
N  4.65  -0.04  3.44  -0.392
N  3.24  -1.42  2.25  -0.310
H  5.46  -0.56  3.14  0.156
H  4.79  0.75  4.04  0.232
H  2.30  -1.69  1.98  0.311
H  4.01  -1.95  1.90  0.143
C  -1.59  -0.87  -4.12  0.495
O  -1.25  -1.25  -3.01  -0.469
N  -1.72  -1.72  -5.18  -0.386
N  -1.87  0.44  -4.36  -0.379
H  -2.00  -1.42  -6.09  0.157
H  -1.51  -2.68  -5.02  0.206
H  -1.79  1.08  -3.59  0.218
H  -2.15  0.79  -5.26  0.158
C  -7.80  0.95  -0.35  0.569
O  -7.96  2.00  -0.94  -0.654
N  -8.84  0.09  -0.08  -0.361
N  -6.58  0.53  0.09  -0.084
H  -8.73  -0.77  0.41  0.166
H  -9.75  0.37  -0.39  0.213
H  -5.79  1.12  -0.08  0.095
H  -6.43  -0.34  0.57  0.153
C  1.29  4.00  2.87  0.551
O  1.09  5.17  2.59  -0.697
N  0.27  3.08  2.93  -0.308
N  2.51  3.49  3.15  -0.134
H  0.42  2.11  3.17  0.185
H  -0.66  3.41  2.73  0.164
H  3.31  4.11  3.13  0.154
H  2.65  2.52  3.38  0.172
C  1.73  -5.00  -3.19  0.683
O  1.72  -4.54  -2.06  -0.674
N  2.89  -5.24  -3.87  -0.416
N  0.58  -5.32  -3.85  -0.380
H  2.93  -5.62  -4.80  0.154
H  3.75  -5.02  -3.40  0.226
H  -0.28  -5.19  -3.35  0.200
H  0.56  -5.72  -4.77  0.170
C  5.69  5.56  2.45  0.666
O  5.26  4.80  3.30  -0.726
N  6.16  5.11  1.25  -0.368
N  5.72  6.91  2.63  -0.388
H  6.51  5.72  0.53  0.159
H  6.13  4.12  1.08  0.220
H  5.37  7.26  3.50  0.224
H  6.06  7.55  1.95  0.158

(2)
Density functional theory data (ωB97M-V/def2-TZVPD) for a cluster of 3 separate species, C10H27N2O4 in total in a non-equilibrium geometry.

E_HOMO: -10.200 eV
Spin multiplicity: 1
Energy above the lowest of the compared OMol25 structures with the same formula, charge and spin: 0.0 kJ/mol
Total charge: +1
Kohn-Sham gap: 7.09 eV

Last column: Mulliken charge in e.
Cartesian coordinates (Å):
C  -0.58  5.94  -0.57  -1.380
C  -0.29  4.61  0.12  0.281
C  0.45  4.77  1.38  -0.816
O  0.69  3.55  2.03  -0.405
C  1.50  2.56  1.37  -0.587
N  -1.61  3.89  0.43  -0.163
H  -1.40  3.16  1.11  0.292
H  -2.33  4.49  0.84  0.370
H  -1.89  3.44  -0.46  0.390
H  0.39  6.12  -1.04  0.381
H  -0.80  6.72  0.16  0.342
H  -1.38  5.96  -1.30  0.422
H  0.24  3.86  -0.48  0.285
H  -0.07  5.49  2.03  0.374
H  1.33  5.42  1.35  0.446
H  0.90  2.19  0.53  0.192
H  1.78  1.81  2.09  0.237
H  2.35  3.08  0.90  0.345
C  -0.47  -3.85  -2.06  -1.622
C  0.62  -3.46  -1.08  1.133
C  1.01  -4.57  -0.12  -0.779
O  -0.18  -5.00  0.46  -0.324
C  0.03  -5.93  1.54  -0.736
N  1.83  -2.97  -1.83  -0.199
H  2.00  -3.56  -2.65  0.379
H  1.72  -2.05  -2.28  0.384
H  2.64  -2.83  -1.23  0.366
H  -0.60  -2.98  -2.72  0.501
H  -1.35  -4.06  -1.47  0.367
H  -0.25  -4.62  -2.80  0.438
H  0.20  -2.63  -0.52  -0.601
H  1.60  -4.12  0.70  0.457
H  1.69  -5.30  -0.59  0.364
H  -0.03  -6.89  1.02  0.302
H  -0.83  -5.95  2.21  0.245
H  0.98  -5.75  2.03  0.320
C  -1.22  -0.21  0.77  -0.409
C  -1.66  0.13  -0.69  0.476
O  -1.61  1.36  -1.01  -0.703
O  -2.09  -0.76  -1.44  -0.712
H  -0.63  -1.13  0.67  0.015
H  -2.12  -0.41  1.35  0.245
H  -0.54  0.49  1.25  0.085

(3)
Density functional theory data (ωB97M-V/def2-TZVPD) for a structure of composition C10H28AgCl2N2O4 in a non-equilibrium geometry.

E_HOMO (spin up / spin down): -8.452 / -8.695 eV
Spin multiplicity: 2
Energy above the lowest of the compared OMol25 structures with the same formula, charge and spin: 0.0 kJ/mol
Expectation value of S²: 0.754
Kohn-Sham gap (spin up / spin down): 8.99 / 6.88 eV

Last column: Mulliken charge in e.
Cartesian coordinates (Å):
Ag  1.19  -0.13  -0.03  0.563
Cl  2.00  -1.56  1.87  -0.509
Cl  0.53  1.45  -1.93  -0.569
C  -2.18  -2.97  -1.85  -1.595
C  -1.41  -1.70  -1.50  0.456
C  -2.36  -0.60  -1.12  -0.687
O  -3.03  -0.96  0.08  -0.463
C  -4.34  -0.46  0.15  -0.926
N  -0.42  -1.92  -0.42  -0.322
H  -2.60  -3.44  -0.97  0.350
H  -1.48  -3.68  -2.31  0.421
H  -2.93  -2.80  -2.63  0.407
H  -0.88  -1.35  -2.39  0.235
H  -3.08  -0.44  -1.93  0.694
H  -1.84  0.35  -0.96  0.000
H  -4.35  0.64  0.07  0.343
H  -4.74  -0.69  1.14  0.262
H  -4.97  -0.89  -0.63  0.386
H  -0.93  -1.98  0.46  0.270
H  -0.02  -2.85  -0.53  0.226
C  -1.87  2.29  2.49  -1.649
C  -0.78  1.76  1.58  0.467
C  0.54  2.37  1.99  -1.022
O  1.62  1.88  1.21  0.080
C  2.71  2.76  1.37  -0.799
N  -0.72  0.28  1.57  -0.114
H  -1.85  3.38  2.56  0.436
H  -1.73  1.87  3.49  0.401
H  -2.86  1.96  2.17  0.353
H  -0.95  2.08  0.54  0.206
H  0.78  2.17  3.04  0.421
H  0.44  3.46  1.89  0.449
H  2.48  3.72  0.90  0.339
H  3.58  2.34  0.88  0.110
H  2.94  2.90  2.43  0.312
H  -1.68  -0.02  1.36  0.113
H  -0.58  -0.02  2.54  0.245
C  3.40  -1.31  -2.28  -0.492
C  4.22  -0.68  -1.16  -0.562
O  3.46  0.38  -0.58  -0.227
O  2.13  -1.74  -1.76  -0.308
H  3.92  -2.17  -2.70  0.408
H  3.25  -0.59  -3.09  0.231
H  5.11  -0.28  -1.64  0.364
H  4.48  -1.42  -0.41  0.274
H  3.88  1.21  -0.81  0.178
H  1.92  -2.59  -2.17  0.246